A structure of composition C23H41N2P3SV. Source: the Open Molecules 2025 dataset; level of theory: ωB97M-V/def2-TZVPD.

The calculation puts the HOMO-LUMO gap (alpha / beta) at 6.69 / 7.29 eV. As for the maximum force: 0.062 Eh/bohr. The calculation puts the energy above the lowest of the compared OMol25 structures with the same formula, charge and spin at 0.0000 eV. The HOMO energy (alpha / beta) is -20.89 / -20.89 eV. The net charge is +4. Its spin multiplicity is 2.

Each line ends with the Mulliken charge.
Geometry (Å):
1 V -0.817 -0.937 -0.790  -0.238
2 P -0.987 1.277 0.494  1.110
3 P -3.298 -1.091 -0.369  1.089
4 P 4.737 1.599 -0.495  1.167
5 H 2.005 -2.657 -2.133  0.564
6 C 1.755 -1.984 -1.299  -1.417
7 C 0.464 -2.375 -0.646  -0.810
8 H -0.264 -2.971 -1.255  0.816
9 C -1.679 2.742 -0.355  -1.237
10 C -1.928 1.307 2.077  -1.286
11 C 0.643 1.881 1.059  -1.106
12 C -3.874 -2.624 -1.187  -1.363
13 C -4.110 -1.217 1.276  -1.375
14 C -4.345 0.240 -1.082  -1.119
15 C 6.360 1.667 -1.256  -1.137
16 C 4.912 1.145 1.238  -0.945
17 C 3.946 3.210 -0.626  -1.160
18 H 2.586 -2.064 -0.582  0.607
19 H 0.703 -2.936 0.264  0.898
20 H -2.043 3.473 0.377  0.507
21 H -2.510 2.442 -1.000  0.236
22 H -0.908 3.209 -0.977  0.516
23 H -1.711 2.249 2.604  0.577
24 H -1.625 0.469 2.716  0.228
25 H -3.006 1.248 1.880  0.434
26 H 0.559 2.927 1.386  0.638
27 H 1.371 1.809 0.243  0.033
28 H 1.001 1.277 1.902  0.346
29 H -4.796 -2.976 -0.704  0.484
30 H -3.107 -3.404 -1.088  0.416
31 H -4.058 -2.460 -2.256  0.413
32 H -5.047 -0.647 1.285  0.469
33 H -3.466 -0.825 2.066  0.346
34 H -4.332 -2.265 1.507  0.593
35 H -5.400 -0.066 -1.050  0.552
36 H -4.063 0.432 -2.120  0.150
37 H -4.226 1.170 -0.513  0.384
38 H 6.699 2.711 -1.282  0.424
39 H 6.301 1.274 -2.281  0.429
40 H 7.064 1.058 -0.674  0.399
41 H 5.100 2.057 1.823  0.430
42 H 5.766 0.460 1.345  0.420
43 H 4.009 0.650 1.619  0.095
44 H 4.708 3.954 -0.896  0.450
45 H 3.479 3.481 0.330  0.393
46 H 3.177 3.177 -1.410  0.308
47 C 0.373 -0.167 -2.509  0.390
48 C -0.253 1.101 -2.589  -0.647
49 C -1.527 1.210 -3.158  -0.670
50 C -2.235 0.078 -3.539  -1.030
51 C -1.720 -1.197 -3.275  -0.674
52 C -0.364 -1.320 -2.908  -0.802
53 S 2.112 -0.298 -1.990  0.087
54 H 3.909 0.652 -1.175  -0.322
55 H 0.319 1.986 -2.314  0.871
56 H -1.963 2.191 -3.326  0.652
57 H -3.187 0.185 -4.057  0.688
58 H -2.271 -2.098 -3.556  0.952
59 H 0.133 -2.277 -3.065  0.827
60 N 3.058 -0.294 4.436  -0.406
61 C 2.062 -0.719 3.987  -0.508
62 C 0.848 -1.286 3.447  0.365
63 C -0.028 -2.030 4.240  -0.405
64 C -1.134 -2.623 3.639  -1.111
65 C -1.368 -2.390 2.281  -0.914
66 N -0.594 -1.565 1.570  0.826
67 C 0.579 -1.158 2.078  -0.363
68 H 0.203 -2.171 5.298  0.591
69 H -1.822 -3.260 4.185  0.522
70 H -2.202 -2.876 1.764  0.723
71 H 1.327 -0.769 1.374  0.630